DFT (ωB97M-V/def2-TZVPD) results for a 7-piece molecular cluster, C28H56O14S7 overall in a non-equilibrium geometry.

Geometry as XYZ:
```
105
Properties=species:S:1:pos:R:3:forces:R:3:lowdin_charge:R:1
O 0.088 -1.973 -6.110 -1.9 -2.3 0.4 -0.361
S -0.692 -3.173 -5.682 1.9 1.6 0.9 0.758
O -1.655 -3.860 -6.524 0.6 0.7 0.5 -0.335
C 0.556 -4.372 -5.013 0.2 0.8 -0.4 -0.209
C 0.124 -4.682 -3.605 0.3 -1.7 0.2 -0.246
C -0.481 -3.473 -2.964 -0.4 1.1 -0.3 -0.237
C -1.407 -2.823 -3.967 -1.2 0.0 -1.2 -0.199
H 1.508 -3.846 -4.944 -0.1 0.4 -0.3 0.086
H 0.728 -5.200 -5.701 -0.5 -0.1 0.1 0.108
H -0.536 -5.549 -3.609 -0.3 0.1 0.1 0.122
H 0.995 -4.971 -3.016 0.1 -0.2 0.0 0.111
H 0.328 -2.775 -2.745 0.0 0.1 0.2 0.088
H -1.032 -3.682 -2.047 0.2 -0.1 0.1 0.123
H -1.689 -1.780 -3.827 0.9 0.3 -0.3 0.071
H -2.412 -3.246 -3.979 0.1 -0.8 -0.1 0.094
O -0.184 4.571 5.184 -0.2 0.5 -0.6 -0.317
S -0.737 4.695 3.855 0.4 -0.5 -1.8 0.727
O 0.034 4.170 2.707 -1.2 0.5 1.5 -0.357
C -2.437 4.006 3.923 -0.2 0.2 -0.3 -0.210
C -3.238 4.894 2.961 0.3 -0.7 -0.4 -0.243
C -2.829 6.323 3.244 -0.4 0.2 0.4 -0.227
C -1.284 6.417 3.359 -0.6 -0.1 0.9 -0.171
H -2.757 4.127 4.958 0.0 0.4 0.0 0.105
H -2.478 2.928 3.768 0.4 0.1 -0.4 0.092
H -3.006 4.713 1.912 0.6 -0.4 -0.1 0.108
H -4.317 4.737 2.945 0.0 0.1 0.7 0.118
H -3.266 6.645 4.189 0.0 0.0 0.1 0.114
H -3.330 6.916 2.480 0.7 0.5 -0.1 0.116
H -0.998 7.021 4.220 0.0 0.1 -0.1 0.093
H -0.808 6.848 2.478 0.3 -0.7 0.0 0.104
O 1.091 -5.173 6.163 -0.5 0.4 -0.3 -0.344
S 0.976 -4.093 5.198 2.3 -0.2 0.4 0.689
O 2.006 -3.035 5.252 -1.8 -1.3 -0.2 -0.347
C 0.896 -4.821 3.527 -2.4 1.3 -0.2 -0.188
C -0.677 -5.107 3.390 0.8 -0.3 0.0 -0.194
C -1.511 -3.974 4.035 0.7 0.1 1.1 -0.203
C -0.691 -3.387 5.216 0.7 0.9 -0.5 -0.224
H 1.586 -5.599 3.199 -0.2 -0.2 0.9 0.105
H 1.121 -3.948 2.914 -0.1 0.1 -0.2 0.065
H -0.944 -5.330 2.357 0.0 0.4 -0.1 0.100
H -0.978 -6.015 3.913 0.5 -0.2 0.2 0.104
H -2.408 -4.384 4.500 -0.2 0.0 -0.6 0.106
H -1.739 -3.123 3.393 -0.1 -0.4 -0.3 0.090
H -1.109 -3.407 6.222 0.1 -0.7 -0.1 0.106
H -0.479 -2.331 5.051 0.0 0.0 -0.2 0.079
O 5.986 -1.625 -3.018 1.2 -0.6 -0.5 -0.313
S 4.777 -1.139 -2.463 -3.1 1.5 1.5 0.729
O 4.308 0.225 -2.825 0.7 -2.1 0.7 -0.357
C 3.379 -2.335 -2.723 0.1 -0.9 -0.4 -0.197
C 2.654 -2.450 -1.366 -1.3 0.6 -1.3 -0.249
C 3.650 -2.404 -0.289 1.8 0.1 2.0 -0.250
C 4.675 -1.328 -0.563 0.2 1.5 -1.8 -0.162
H 3.790 -3.285 -3.066 0.6 -0.1 0.4 0.099
H 2.758 -2.056 -3.574 -0.1 0.7 0.2 0.092
H 1.941 -1.626 -1.400 0.3 0.6 0.6 0.088
H 1.968 -3.264 -1.131 0.3 -0.7 -0.9 0.115
H 4.146 -3.362 -0.136 0.1 -0.2 -0.5 0.126
H 3.243 -2.193 0.700 -0.4 0.1 -0.1 0.103
H 5.694 -1.340 -0.176 -0.2 -0.6 0.0 0.109
H 4.271 -0.346 -0.318 -0.1 0.0 0.2 0.075
O 5.825 2.852 1.517 0.1 -0.8 0.5 -0.322
S 4.992 3.667 0.699 -1.9 3.0 -2.8 0.724
O 5.107 5.149 0.815 -0.4 -2.6 0.0 -0.372
C 5.117 3.265 -1.129 0.3 -1.2 1.5 -0.218
C 3.738 3.298 -1.722 -0.4 0.8 -0.5 -0.240
C 2.663 2.728 -0.727 2.4 0.8 -0.1 -0.179
C 3.142 3.204 0.698 -0.4 -0.3 -0.6 -0.174
H 5.364 2.203 -1.158 0.8 0.0 0.1 0.083
H 5.891 3.897 -1.565 -0.2 -0.1 0.0 0.108
H 3.565 4.331 -2.023 -0.7 0.2 0.3 0.111
H 3.736 2.768 -2.675 0.0 -0.3 0.2 0.100
H 2.668 1.638 -0.754 0.0 0.0 -0.2 0.083
H 1.698 3.095 -1.076 -0.1 0.1 0.6 0.100
H 3.010 2.369 1.387 0.0 0.4 0.4 0.071
H 2.565 4.099 0.929 0.4 -0.1 0.6 0.088
O -5.003 0.997 -5.319 1.3 -0.1 1.2 -0.335
S -4.186 0.771 -4.123 -1.2 -0.4 -0.2 0.720
O -2.765 0.413 -4.216 -1.6 0.2 0.1 -0.340
C -4.347 2.100 -2.875 0.9 -0.7 -0.4 -0.201
C -5.071 1.472 -1.665 1.0 1.3 0.7 -0.221
C -4.790 -0.022 -1.621 -0.5 -0.4 -1.4 -0.218
C -5.093 -0.428 -3.059 0.2 -0.5 -0.6 -0.226
H -4.713 3.002 -3.366 -0.3 -0.2 0.3 0.106
H -3.287 2.217 -2.651 0.0 0.4 0.2 0.084
H -4.609 1.848 -0.752 -0.1 0.6 0.0 0.102
H -6.113 1.790 -1.621 -0.1 -0.6 -0.2 0.121
H -5.438 -0.510 -0.894 0.1 -0.1 -0.1 0.121
H -3.744 -0.266 -1.437 0.1 0.3 0.4 0.101
H -6.164 -0.322 -3.230 0.1 0.3 -0.4 0.108
H -4.806 -1.407 -3.443 0.2 -0.1 0.4 0.098
O 0.160 -1.551 2.550 0.4 0.8 -1.1 -0.339
S 0.571 -0.446 1.674 -1.4 0.1 0.6 0.720
O 1.970 -0.213 1.403 -0.1 -0.5 -0.5 -0.314
C -0.488 -0.413 0.129 1.0 -0.1 0.7 -0.190
C -0.791 1.078 -0.030 -1.5 -1.1 -0.1 -0.195
C -1.280 1.518 1.369 1.8 0.5 0.5 -0.188
C -0.068 1.129 2.291 -0.9 0.0 0.1 -0.210
H -1.419 -0.942 0.335 0.2 -0.2 0.2 0.099
H 0.052 -0.926 -0.666 0.0 0.2 0.0 0.077
H 0.047 1.626 -0.462 -0.1 0.2 0.4 0.104
H -1.631 1.109 -0.724 0.1 0.4 -0.3 0.096
H -2.200 1.074 1.747 0.0 -0.6 -0.5 0.113
H -1.481 2.589 1.415 0.4 0.1 0.0 0.083
H -0.328 0.963 3.336 0.0 0.0 0.0 0.105
H 0.762 1.835 2.252 -0.2 0.0 -0.2 0.078
```
Forces are in eV/Å.

Values from the calculation:
SMILES: O=S1(=O)CCCC1.O=S1(=O)CCCC1.O=S1(=O)CCCC1.O=S1(=O)CCCC1.O=S1(=O)CCCC1.O=S1(=O)CCCC1.O=S1(=O)CCCC1
LUMO level (eV): -0.5
Net charge: 0
HOMO level (eV): -9.823
Frontier orbital gap (eV): 9.3316
Calculated total energy (eV): -134450.415

***

DFT (ωB97M-V/def2-TZVPD) results for a 7-piece molecular cluster, C28H56O7 overall in a non-equilibrium geometry.

Geometry as XYZ:
```
91
Properties=species:S:1:pos:R:3:forces:R:3:lowdin_charge:R:1
C 3.750 -0.063 3.151 -0.9 -2.0 0.4 -0.180
C 3.005 -0.303 1.787 1.3 0.1 1.2 -0.142
C 4.257 -0.386 0.898 -0.9 0.9 0.7 -0.180
O 5.124 0.624 1.453 1.2 0.0 -1.0 -0.139
C 4.795 0.948 2.790 -2.2 0.0 -0.5 -0.220
H 4.206 -1.009 3.443 0.2 -0.2 0.0 0.110
H 3.129 0.187 4.010 -0.2 0.4 -0.2 0.104
H 2.413 0.597 1.616 -0.1 0.0 -0.5 0.094
H 2.379 -1.190 1.695 0.0 0.0 0.4 0.103
H 3.978 -0.196 -0.138 0.6 0.3 0.0 0.111
H 4.745 -1.358 0.967 -0.1 -0.1 0.0 0.107
H 4.167 1.837 2.744 0.7 1.0 0.2 0.100
H 5.605 1.053 3.512 0.3 -0.1 -0.5 0.128
C 1.266 -3.134 -1.330 0.1 -1.7 0.4 -0.159
C 2.391 -4.122 -1.041 -1.1 -2.1 0.6 -0.198
C 3.633 -3.346 -0.806 -1.3 0.6 -1.8 -0.162
O 3.335 -2.102 -1.534 1.5 0.1 0.7 -0.142
C 2.018 -2.058 -2.030 -0.8 0.6 0.4 -0.217
H 0.840 -2.884 -0.359 -0.2 0.5 -0.2 0.109
H 0.523 -3.621 -1.962 -0.2 0.3 0.2 0.100
H 2.554 -4.860 -1.827 -0.2 0.2 -0.4 0.114
H 2.179 -4.735 -0.165 -0.2 -0.1 0.1 0.114
H 4.367 -3.915 -1.376 0.9 0.6 0.7 0.122
H 3.761 -3.221 0.269 0.7 0.5 -0.3 0.110
H 1.934 -2.215 -3.105 0.5 0.0 -0.2 0.126
H 1.541 -1.109 -1.785 0.4 0.3 -0.2 0.100
C -0.303 1.562 0.329 1.3 2.0 0.8 -0.148
C 0.344 2.132 -0.925 0.1 0.9 -1.9 -0.158
C -0.306 1.265 -1.970 -0.6 -0.1 0.2 -0.209
O -0.315 0.032 -1.315 -0.1 -2.2 -2.5 -0.169
C -0.240 0.111 0.054 -1.1 -0.9 0.8 -0.235
H -1.322 1.926 0.456 0.0 0.0 -0.1 0.123
H 0.294 1.909 1.173 -0.2 -0.3 0.4 0.108
H 1.413 1.968 -1.061 0.2 -0.1 0.8 0.110
H 0.177 3.169 -1.215 -0.2 0.2 0.7 0.117
H 0.135 1.108 -2.954 0.5 0.3 0.1 0.131
H -1.328 1.603 -2.140 -0.4 0.1 -0.1 0.108
H 0.639 -0.422 0.418 0.2 0.2 0.1 0.101
H -1.134 -0.416 0.387 0.1 -0.1 0.7 0.106
C -2.122 -3.000 -2.226 0.0 -0.7 2.4 -0.159
C -3.510 -3.064 -2.796 -0.3 -0.7 -1.3 -0.157
C -4.422 -3.668 -1.703 0.0 0.6 -1.2 -0.227
O -3.629 -3.847 -0.609 2.6 -0.4 2.7 -0.133
C -2.412 -3.067 -0.681 -0.9 1.2 -1.4 -0.150
H -1.464 -2.169 -2.480 -0.2 -0.1 -0.2 0.103
H -1.667 -3.976 -2.400 0.5 0.2 -0.4 0.102
H -3.428 -3.785 -3.610 -0.5 0.3 -0.4 0.108
H -3.882 -2.114 -3.179 0.0 -0.1 0.1 0.084
H -4.815 -4.669 -1.884 -0.3 0.2 -0.7 0.123
H -5.233 -2.961 -1.528 -0.3 0.0 0.3 0.106
H -1.537 -3.381 -0.111 -0.5 -0.9 0.2 0.108
H -2.652 -2.074 -0.302 0.0 0.4 0.0 0.102
C -2.601 -0.085 4.685 -0.9 0.5 -1.1 -0.172
C -1.149 0.383 4.906 -0.8 -0.5 -0.1 -0.147
C -0.384 -0.856 4.455 -0.5 -0.2 0.3 -0.203
O -1.211 -1.493 3.475 -0.3 -0.3 -0.2 -0.159
C -2.512 -0.859 3.387 1.2 0.0 -0.1 -0.198
H -3.320 0.732 4.616 0.1 0.2 -0.1 0.110
H -3.100 -0.802 5.337 0.9 0.2 1.0 0.115
H -1.034 0.767 5.919 0.5 -0.3 -0.1 0.112
H -0.861 1.145 4.182 -0.5 0.5 0.1 0.108
H -0.273 -1.533 5.302 0.4 -0.2 -0.1 0.117
H 0.558 -0.623 3.959 0.2 -0.1 0.3 0.102
H -3.298 -1.607 3.287 0.2 -0.1 -0.1 0.120
H -2.465 -0.250 2.485 -0.4 0.3 0.0 0.100
C 3.132 5.255 0.000 0.6 0.7 -0.9 -0.174
C 3.827 3.950 0.376 -1.7 -0.6 0.2 -0.188
C 5.269 4.303 0.362 0.7 0.4 0.5 -0.206
O 5.310 5.684 0.733 -0.9 0.8 0.8 -0.139
C 3.963 6.236 0.821 0.3 -0.3 -1.2 -0.190
H 2.050 5.357 0.085 0.1 -0.3 0.5 0.109
H 3.350 5.528 -1.033 0.0 -0.4 -0.4 0.111
H 3.520 3.074 -0.195 0.3 0.1 -0.3 0.106
H 3.532 3.719 1.400 0.0 -0.1 0.2 0.104
H 5.759 4.204 -0.607 -0.1 -0.2 -0.1 0.124
H 5.832 3.775 1.131 0.1 -0.3 -0.3 0.118
H 4.058 7.213 0.346 -0.3 0.1 0.2 0.116
H 3.464 6.333 1.785 0.9 -0.1 0.7 0.112
C -5.364 0.355 -4.047 0.1 -0.5 -3.7 -0.210
C -4.520 1.107 -3.108 0.9 1.1 1.2 -0.171
C -5.481 1.278 -1.942 0.6 -0.3 0.5 -0.193
O -6.094 -0.004 -1.943 -1.1 -0.1 1.5 -0.124
C -6.233 -0.526 -3.243 -0.9 -0.7 0.5 -0.220
H -4.859 -0.253 -4.798 0.8 -0.2 0.3 0.116
H -5.822 1.037 -4.764 -0.9 0.3 0.5 0.118
H -4.162 2.035 -3.556 0.2 0.0 0.2 0.119
H -3.704 0.526 -2.680 0.3 -0.1 -0.4 0.108
H -6.106 2.171 -1.963 -0.9 -0.2 -0.8 0.115
H -5.032 1.391 -0.956 0.5 -0.3 -0.1 0.116
H -7.279 -0.688 -3.503 -0.4 1.1 -0.3 0.121
H -5.933 -1.572 -3.299 0.8 0.0 0.5 0.093
```
Forces are in eV/Å.

Values from the calculation:
SMILES: C1CCOC1.C1CCOC1.C1CCOC1.C1CCOC1.C1CCOC1.C1CCOC1.C1CCOC1
LUMO level (eV): 0.5
Net charge: 0
HOMO level (eV): -9.326
Frontier orbital gap (eV): 9.8315
Calculated total energy (eV): -44270.700

***

DFT (ωB97M-V/def2-TZVPD) results for C28H56P2SiY as an isolated structure in a non-equilibrium geometry.

Geometry as XYZ:
```
88
Properties=species:S:1:pos:R:3:forces:R:3:lowdin_charge:R:1
Y -1.040 0.062 -2.067 -3.1 -2.0 5.3 1.357
C -2.566 1.906 -0.390 -0.8 -1.3 -0.2 -0.284
C -3.243 1.022 -1.310 0.7 -0.7 1.8 -0.340
C -2.548 -0.202 0.550 -0.6 0.6 -1.5 -0.261
C -2.231 1.163 0.773 0.1 -0.4 -1.2 -0.249
C -3.236 -0.301 -0.712 0.9 1.7 0.6 -0.314
C -2.487 3.376 -0.515 0.0 0.8 0.1 -0.060
H -2.583 3.697 -1.558 0.1 0.0 0.2 0.076
H -1.528 3.765 -0.132 -0.3 0.0 -0.1 0.062
H -3.291 3.882 0.052 0.3 -0.1 -0.2 0.097
C -1.823 1.728 2.082 0.4 0.2 0.4 -0.055
H -1.687 2.811 2.025 0.0 0.0 0.0 0.074
H -0.882 1.289 2.428 -0.1 0.1 0.2 0.021
H -2.559 1.542 2.880 0.1 0.0 -0.3 0.098
C -2.320 -1.299 1.513 0.1 -0.6 0.7 -0.045
H -2.704 -1.053 2.523 0.1 -0.1 -0.4 0.089
H -1.250 -1.538 1.632 -0.2 0.0 0.0 0.049
H -2.813 -2.221 1.186 0.1 0.1 0.1 0.075
C -3.665 -1.555 -1.367 0.1 -0.8 -0.5 -0.061
H -4.481 -1.374 -2.075 0.1 -0.2 0.2 0.087
H -3.997 -2.272 -0.607 -0.1 0.0 -0.3 0.080
H -2.848 -2.075 -1.947 -0.5 0.3 0.3 0.075
C -3.900 1.426 -2.571 -0.7 0.5 -0.6 -0.062
H -4.846 1.946 -2.335 0.2 -0.1 -0.3 0.099
H -4.159 0.570 -3.213 0.1 0.3 0.2 0.076
H -3.288 2.135 -3.157 -0.3 -0.3 0.1 0.072
C 1.102 0.722 -2.399 2.9 0.2 0.0 -0.322
C 0.188 1.710 -2.754 0.8 3.0 -0.7 -0.339
C -0.303 1.901 -4.177 0.1 0.7 -0.5 -0.174
C -1.308 0.856 -4.821 -0.5 0.1 -0.8 -0.192
C -1.520 -0.491 -4.149 -1.6 0.1 -2.2 -0.337
C -0.440 -1.289 -3.821 1.5 -2.0 -1.6 -0.305
C 0.969 -0.993 -4.351 0.0 -0.5 -0.2 -0.185
C 1.846 -0.073 -3.457 1.0 -0.2 0.1 -0.201
H 0.536 1.993 -4.901 -0.2 -0.1 0.6 0.116
H -0.924 0.723 -5.857 -0.3 -0.1 0.5 0.116
H -0.814 2.883 -4.217 0.3 -0.5 0.0 0.112
H 2.439 0.579 -4.141 -0.4 -0.1 0.5 0.116
H 1.533 0.638 -1.390 -0.2 0.4 -0.3 0.064
H -0.138 2.492 -2.040 0.4 -0.4 -0.3 0.096
H 2.620 -0.699 -2.954 -0.6 0.4 -0.2 0.093
H 1.504 -1.958 -4.464 -0.3 0.5 0.0 0.098
H -0.567 -2.326 -3.469 -0.3 0.5 -0.3 0.073
H 0.947 -0.572 -5.376 -0.3 -0.1 0.5 0.111
H -2.299 1.340 -4.941 0.6 -0.3 0.1 0.097
H -2.561 -0.870 -4.118 0.6 0.1 -0.1 0.107
P 2.276 1.993 2.102 -0.1 -0.4 -0.2 0.823
C 1.929 3.098 3.480 -0.1 0.3 0.3 -0.170
H 2.734 3.849 3.517 -0.3 -0.2 0.0 0.074
H 1.881 2.587 4.448 0.1 0.1 -0.3 0.037
H 0.970 3.608 3.308 0.2 -0.2 0.1 0.073
C 4.063 1.880 1.938 0.3 0.0 0.0 -0.167
H 4.509 2.854 2.176 -0.1 -0.2 -0.1 0.070
H 4.330 1.608 0.909 -0.1 0.0 0.2 0.074
H 4.480 1.126 2.615 -0.2 0.2 -0.1 0.062
C 1.643 2.798 0.628 -0.1 0.3 -0.2 -0.164
H 1.909 2.240 -0.278 0.0 0.1 0.2 0.041
H 2.071 3.812 0.552 -0.1 -0.3 0.1 0.085
H 0.548 2.881 0.673 0.2 -0.1 0.1 0.050
P 0.761 -3.350 -0.950 -0.6 0.9 0.0 0.796
C -0.125 -4.919 -1.251 -0.1 -0.2 -0.4 -0.291
H 0.534 -5.767 -1.484 -0.2 0.2 0.1 0.046
H -0.780 -4.725 -2.114 0.2 -0.3 0.2 0.026
H -0.772 -5.174 -0.399 0.2 0.1 -0.2 0.041
C 2.429 -3.551 -1.675 0.2 -0.1 -0.2 -0.300
H 2.344 -3.514 -2.772 0.0 -0.1 0.3 0.031
H 2.921 -4.488 -1.378 -0.1 0.2 -0.1 0.047
H 3.053 -2.695 -1.378 -0.2 -0.3 0.0 0.033
C 1.071 -3.346 0.849 0.3 0.2 0.4 -0.334
H 2.018 -3.824 1.149 -0.3 0.1 -0.1 0.051
H 0.243 -3.805 1.408 0.2 0.1 -0.3 0.045
H 1.099 -2.280 1.132 0.1 -0.5 0.1 -0.014
C -0.102 0.465 4.914 0.1 0.0 0.0 -0.170
Si 1.360 -0.349 4.052 -0.4 -0.3 0.6 0.467
C 2.931 -0.073 5.041 0.1 -0.1 -0.1 -0.178
C 0.995 -2.186 3.995 0.1 0.1 -0.2 -0.172
C 1.604 0.323 2.274 -0.1 0.2 -0.4 -0.339
H -0.115 0.109 5.956 0.0 0.1 -0.2 0.050
H -1.054 0.161 4.458 0.3 0.1 0.1 0.027
H -0.062 1.561 4.935 -0.1 -0.2 0.0 0.026
H 2.759 -0.476 6.050 0.1 0.1 -0.2 0.049
H 3.766 -0.639 4.605 -0.1 0.1 0.1 0.041
H 3.232 0.976 5.144 0.0 -0.2 0.0 0.023
H -0.005 -2.387 3.586 0.3 0.0 0.1 0.031
H 1.737 -2.733 3.400 -0.2 0.0 0.2 0.025
H 1.026 -2.573 5.023 0.0 0.1 -0.2 0.050
H 0.653 0.289 1.706 0.3 0.0 0.2 0.041
H 2.306 -0.357 1.758 -0.1 0.3 0.1 0.064
```
Forces are in eV/Å.

Values from the calculation:
LUMO level (spin up / spin down) (eV): -2.2 / -2.2
Net charge: +1
HOMO level (spin up / spin down) (eV): -7.986 / -8.301
Frontier orbital gap (spin up / spin down) (eV): 5.7501 / 6.0742
Calculated total energy (eV): -57434.688